A cluster of 2 separate species, C4H10OS in total at a distorted geometry, computed with ωB97M-V/def2-TZVPD.

XYZ file:
```
16
Properties=species:S:1:pos:R:3:mulliken_charge:R:1
S -0.996 -2.836 -0.718 -0.05
O 2.924 1.152 0.667 -0.47
C -0.953 -1.529 0.494 -0.91
C 1.837 3.234 0.364 -0.76
C 2.298 2.255 1.111 0.15
C -2.547 -2.361 -1.496 -0.85
H -0.196 -1.738 1.252 0.31
H 1.981 3.168 -0.704 0.22
H -0.649 -0.550 0.153 0.31
H 2.318 2.187 2.186 0.34
H -1.864 -1.364 1.053 0.32
H 3.232 1.258 -0.247 0.27
H -2.690 -2.964 -2.401 0.29
H -3.378 -2.646 -0.845 0.28
H 1.363 4.048 0.887 0.25
H -2.681 -1.315 -1.755 0.30
```

## Properties
Orbital gap: 0.34294 hartree
SMILES: C=CO.CSC
Energy relative to the best compared isomer or geometry (same formula, charge and spin): 120.5 kJ/mol



A cluster of 2 separate species, C4H10OS in total at a distorted geometry, computed with ωB97M-V/def2-TZVPD.

XYZ file:
```
16
Properties=species:S:1:pos:R:3:mulliken_charge:R:1
S 1.774 4.138 -1.420 -0.19
O -1.133 -1.952 1.747 -0.55
C -1.013 -2.447 0.638 0.80
C 1.726 4.442 0.365 -0.69
C 0.274 -3.099 0.190 -1.01
C -2.143 -2.444 -0.365 -1.01
H 0.803 5.014 -1.757 0.11
H -1.843 -1.900 -1.276 0.30
H -3.034 -1.952 0.060 0.28
H 1.033 -3.043 0.989 0.28
H 1.971 5.488 0.614 0.26
H 2.485 3.785 0.820 0.24
H -2.410 -3.477 -0.644 0.30
H 0.100 -4.160 -0.056 0.30
H 0.742 4.198 0.801 0.27
H 0.669 -2.591 -0.706 0.30
```

## Properties
Orbital gap: 0.36141 hartree
SMILES: CC(C)=O.CS
Energy relative to the best compared isomer or geometry (same formula, charge and spin): 25.2 kJ/mol